# C3H6N2S2

A cluster of 2 separate species, C3H6N2S2 in total (ωB97M-V/def2-TZVPD, OMol25).

For the energy above the lowest of the compared OMol25 structures with the same formula, charge and spin, the calculation gives 418.6 kJ/mol. As for the HOMO-LUMO gap (alpha / beta): 8.030 / 6.376 eV. Its multiplicity is 1. For the highest occupied orbital energy (alpha / beta), the calculation gives -8.966 / -7.966 eV.

CARTESIAN COORDINATES (ANGSTROEM)
C -1.2771 -1.0382 0.3172
C -1.9911 0.0985 0.8614
C 2.3950 0.3015 -0.6252
N -0.5072 -0.7697 -0.7035
N -0.5680 0.4237 -1.1968
S -1.6340 1.3859 -0.3819
S 1.7821 0.3777 1.0127
H -1.0506 -1.8883 0.8601
H -3.1190 -0.0427 1.0209
H -1.6261 0.5450 1.7383
H 2.9404 -0.6069 -0.5381
H 3.0581 1.0864 -0.9434
H 1.5974 0.1271 -1.4217



# C27H49N2O8

A cluster of 7 separate species, C27H49N2O8 in total (ωB97M-V/def2-TZVPD, OMol25).

The charge is +1. As for the HOMO-LUMO gap: 6.930 eV. Its multiplicity is 1. For the highest occupied orbital energy, the calculation gives -11.297 eV.

CARTESIAN COORDINATES (ANGSTROEM)
C -0.6432 -2.9824 -1.0715
C 0.8382 -2.8344 -1.2853
C 1.7612 -3.2771 -0.3323
C 3.1104 -3.1021 -0.5699
C 4.1597 -3.5624 0.4501
O 4.1549 -4.7119 0.7648
O 5.0605 -2.6882 0.8900
C 4.6099 -1.3789 1.3044
C 5.1364 -0.2834 0.3919
N 4.5738 1.0160 0.7698
C 3.5547 -2.4935 -1.7626
C 2.6065 -2.0645 -2.6569
N 1.2971 -2.2517 -2.3893
H -0.8008 -3.7749 -0.3508
H -1.0238 -2.0401 -0.6788
H -1.1222 -3.2008 -2.0231
H 1.4423 -3.7580 0.5776
H 5.0666 -1.2118 2.2769
H 3.5361 -1.3065 1.4627
H 6.2201 -0.2839 0.5101
H 4.9023 -0.5017 -0.6527
H 3.7224 0.8801 1.3080
H 4.2860 1.5299 -0.0515
H 4.6064 -2.3487 -1.9370
H 2.9182 -1.5874 -3.5720
H 0.6180 -1.9177 -3.0632
C -0.5241 0.8213 2.7105
C 0.7481 0.1032 2.4054
O 1.8474 0.5544 2.6460
C 0.5712 -1.2429 1.7502
H -0.3206 1.7820 3.1712
H -1.0659 0.9799 1.7784
H -1.1314 0.2247 3.3928
H 0.0380 -1.1203 0.8119
H 0.0070 -1.9015 2.4127
H 1.5422 -1.6832 1.5622
C -4.6685 -0.6724 1.3132
C -3.7249 -0.0270 0.3308
O -2.5201 -0.1896 0.4205
C -4.3307 0.8160 -0.7466
H -4.1020 -1.2522 2.0399
H -5.2386 0.0944 1.8389
H -5.3558 -1.3364 0.7878
H -4.8810 1.6439 -0.2966
H -4.9985 0.2157 -1.3526
H -3.5463 1.2188 -1.3790
C -6.2002 0.5610 -5.4583
C -5.1806 1.0214 -4.4480
O -4.8888 0.3439 -3.4859
C -4.5401 2.3658 -4.6848
H -6.5818 -0.4157 -5.1697
H -7.0304 1.2674 -5.5005
H -5.7404 0.4851 -6.4447
H -5.3025 3.1455 -4.6942
H -4.0120 2.3650 -5.6396
H -3.8312 2.5772 -3.8872
C -6.1542 4.4608 2.0745
C -4.9553 4.3135 1.1707
O -5.0736 3.9553 0.0189
C -3.6083 4.6328 1.7688
H -7.0566 4.2025 1.5247
H -6.0586 3.7954 2.9341
H -6.2346 5.4909 2.4235
H -3.4058 3.9744 2.6150
H -3.5851 5.6699 2.1052
H -2.8352 4.4881 1.0166
C 5.2406 -5.6193 -2.2936
C 6.3944 -5.9693 -3.2070
O 6.2009 -6.3268 -4.3430
C 7.7842 -5.8513 -2.6323
H 4.3063 -5.7565 -2.8369
H 5.2443 -6.2883 -1.4317
H 5.2880 -4.5917 -1.9348
H 7.8927 -6.5157 -1.7739
H 7.9750 -4.8231 -2.3194
H 8.5122 -6.1308 -3.3898
C 0.1218 6.2832 4.3882
C -0.1265 4.7957 4.3927
O -1.2484 4.3399 4.3756
C 1.0841 3.8961 4.4190
H -0.8299 6.8094 4.3688
H 0.6687 6.5735 5.2862
H 0.7003 6.5631 3.5065
H 1.6709 4.0839 5.3191
H 1.7002 4.0729 3.5360
H 0.7586 2.8619 4.4242



# C16H32Cl2O15

A cluster of 6 separate species, C16H32Cl2O15 in total (ωB97M-V/def2-TZVPD, OMol25).

For the energy above the lowest of the compared OMol25 structures with the same formula, charge and spin, the calculation gives 280.1 kJ/mol. As for the SMILES: COC(=O)OC.COC(=O)OC.COC(=O)OC.COC(=O)OC.COC(=O)OC.ClCCl. As for the HOMO-LUMO gap: 11.111 eV. Its multiplicity is 1. For the highest occupied orbital energy, the calculation gives -10.623 eV.

CARTESIAN COORDINATES (ANGSTROEM)
C 3.8758 -5.1884 -0.3540
O 3.1283 -5.2076 -1.5871
C 2.1826 -6.1174 -1.6594
O 2.0839 -7.1579 -0.9632
O 1.3878 -5.8346 -2.6612
C 0.3032 -6.6196 -2.9536
H 4.2011 -6.2065 -0.1396
H 3.2945 -4.7875 0.4763
H 4.6812 -4.4851 -0.5661
H -0.0537 -6.2929 -3.9304
H -0.4652 -6.6685 -2.1821
H 0.6705 -7.6253 -3.1581
C 6.9561 4.0343 6.4273
O 7.4908 4.4864 5.2326
C 8.6961 5.1512 5.2956
O 9.5764 5.0616 6.1635
O 8.7274 5.8834 4.1677
C 9.8650 6.7140 3.8843
H 6.1126 3.4058 6.1416
H 6.6109 4.9253 6.9518
H 7.7770 3.6012 6.9988
H 9.6646 7.1968 2.9278
H 10.7070 6.0848 3.5957
H 9.9798 7.3768 4.7420
C 2.9990 1.3660 -5.7114
O 3.5001 2.5005 -6.3602
C 4.6721 2.5347 -7.0054
O 5.3924 1.5464 -7.2614
O 5.0639 3.8761 -7.1501
C 6.3355 4.2286 -7.6968
H 3.5615 1.1127 -4.8128
H 2.8664 0.4840 -6.3380
H 2.0328 1.6926 -5.3267
H 7.0368 4.6243 -6.9621
H 6.1996 5.0897 -8.3511
H 6.8112 3.3833 -8.1940
C -2.7863 -1.2140 0.8291
O -1.4613 -0.6994 0.9057
C -0.9085 -0.2853 2.1389
O 0.2870 -0.2398 2.4028
O -1.8858 -0.2268 3.0979
C -1.5396 0.0243 4.4987
H -3.3967 -0.7431 1.5997
H -2.7708 -2.3033 0.7937
H -3.0756 -0.8007 -0.1372
H -2.3903 0.1921 5.1592
H -0.9810 0.9591 4.4526
H -0.9544 -0.8261 4.8486
C -10.6972 -2.6160 -5.0305
O -10.5048 -2.0641 -3.7279
C -10.3474 -0.7556 -3.5883
O -10.5836 0.1386 -4.4119
O -9.9376 -0.5837 -2.3689
C -9.5822 0.7141 -1.9591
H -10.2067 -3.5875 -5.0916
H -10.3801 -1.9496 -5.8327
H -11.7568 -2.7296 -5.2595
H -9.4586 0.6434 -0.8784
H -10.4581 1.3360 -2.1438
H -8.6895 1.0764 -2.4689
Cl -7.0450 -2.7309 10.9076
C -7.8777 -1.4122 10.1334
Cl -9.0549 -1.9035 8.8887
H -8.3403 -0.8094 10.9149
H -7.1410 -0.7728 9.6470



Electronic energy? In order: -1023.64349, -1769.38368, -2677.75697 Eh.